[1]
89
Properties=species:S:1:pos:R:3:mulliken_charge:R:1 method="wB97M-V/def2-TZVPD" total_charge=-1 homo_ev=-3.952 e_lumo_ev=-1.0 gap_ev=2.97
C 5.920 2.497 0.167 -2.22
C 4.808 1.706 -0.569 0.54
P 3.264 1.529 0.355 0.81
C 3.367 2.462 1.929 -0.76
C 4.292 1.743 2.946 -1.43
B 1.491 1.863 -0.735 -1.02
C 1.725 3.116 -1.765 -0.58
C 0.468 3.942 -2.002 0.13
C -0.055 4.708 -0.803 -1.18
I -1.042 2.673 -2.962 0.05
O 0.575 2.006 0.350 -0.41
C -0.210 0.823 0.533 0.77
C -1.623 1.243 0.114 -0.13
C -2.814 1.072 1.024 0.02
C -2.992 0.145 2.048 0.00
C -4.201 0.097 2.743 -1.21
C -5.251 0.965 2.456 1.02
C -6.598 0.925 3.132 -1.35
C -5.053 1.928 1.470 -0.83
C -3.859 1.962 0.779 -0.75
C 0.516 -0.172 -0.470 0.64
C -0.459 -1.107 -1.182 -0.83
C -1.545 -1.651 -0.504 0.02
C -2.380 -2.512 -1.200 -1.10
C -2.138 -2.787 -2.537 -0.52
N -1.109 -2.265 -3.205 -0.69
C -0.287 -1.463 -2.525 -0.39
P 1.838 -1.233 0.325 1.08
O 1.297 -2.720 0.381 -0.10
O 3.125 -1.296 -0.551 -0.46
S 2.306 -0.519 2.099 -0.52
O 1.117 0.647 -1.423 0.12
H 6.416 1.828 0.862 0.32
H 5.553 3.348 0.765 0.31
H 6.655 2.896 -0.548 0.50
H 5.253 0.732 -0.782 0.47
H 4.615 2.137 -1.582 0.05
H 2.356 2.465 2.327 0.42
H 3.701 3.480 1.759 0.58
H 4.974 2.466 3.393 0.30
H 3.712 1.281 3.738 0.43
H 4.883 0.957 2.481 0.39
H 2.032 2.687 -2.722 0.35
H 2.510 3.806 -1.448 0.02
H 0.680 4.688 -2.765 0.64
H -0.461 4.080 -0.022 0.17
H 0.792 5.274 -0.409 0.39
H -0.776 5.453 -1.139 0.34
H -0.173 0.487 1.566 0.86
H -1.561 2.313 -0.050 -0.37
H -1.887 0.799 -0.842 0.51
H -2.204 -0.555 2.293 0.38
H -4.333 -0.658 3.508 0.38
H -6.981 -0.086 3.015 0.36
H -6.528 1.218 4.177 0.37
H -7.231 1.573 2.541 0.17
H -5.823 2.643 1.216 0.30
H -3.725 2.714 0.001 0.14
H -1.724 -1.440 0.537 0.56
H -3.233 -2.957 -0.705 0.47
H -2.804 -3.461 -3.061 0.41
H 0.565 -1.067 -3.055 0.94
H 1.975 -3.322 0.034 0.35
H 2.944 -1.023 -1.513 0.25
Al -3.935 3.099 -2.990 0.66
O -8.217 0.134 0.534 -0.41
P -9.087 1.307 0.097 0.92
O -10.384 0.844 -0.555 -0.53
O -8.302 2.120 -0.932 -0.45
O -9.421 2.133 1.332 -0.50
Ca 5.761 4.927 -0.965 0.13
F 2.228 -2.088 -2.510 -0.83
C 5.574 0.365 -3.434 -0.39
O 5.453 1.706 -3.283 -0.66
H 4.801 -0.247 -2.910 -0.04
H 5.481 0.018 -4.485 0.29
H 6.541 -0.074 -3.091 0.25
C 0.125 -5.651 0.113 -0.96
C 1.015 -6.859 0.350 0.31
C 0.618 -7.601 1.619 -1.30
O 2.383 -6.453 0.436 -0.56
H 0.218 -4.944 0.941 0.15
H 0.418 -5.125 -0.797 0.24
H -0.923 -5.941 0.022 0.48
H 0.951 -7.536 -0.503 0.32
H 0.722 -6.947 2.489 0.31
H 1.268 -8.463 1.777 0.33
H -0.415 -7.948 1.569 0.36
H 2.460 -5.856 1.188 0.34

***

[2]
115
Properties=species:S:1:pos:R:3:mulliken_charge:R:1 method="wB97M-V/def2-TZVPD" total_charge=-2 s2=0.7699 spin_multiplicity=2 homo_ev="-0.575 / -2.483" e_lumo_ev="3.8 / 3.8" relative_energy_kcal_mol=0.0 gap_ev="4.40 / 6.31"
Hg 1.097 -0.009 1.236 1.66
C 3.372 -4.468 -1.206 -1.50
C 2.274 -4.960 -2.151 1.26
C 1.385 -6.003 -1.472 -1.25
C 2.942 -5.602 -3.366 -2.25
N 1.441 -3.819 -2.596 0.52
C 1.254 -3.444 -3.924 -0.51
C 0.512 -2.326 -3.922 -1.18
N 0.219 -1.998 -2.614 0.63
B -0.358 -0.618 -2.211 0.85
N -1.850 -0.539 -2.665 0.21
C -2.609 -1.673 -2.893 -1.05
C -3.904 -1.360 -2.756 -0.45
N -3.980 -0.006 -2.440 0.40
C -2.697 0.495 -2.365 0.25
S -2.236 2.079 -2.051 -0.38
C -5.203 0.653 -1.911 1.56
C -5.013 0.951 -0.424 -1.62
C -6.392 -0.294 -2.073 -2.22
C -5.502 1.930 -2.697 -1.70
N 0.496 0.476 -2.919 0.82
C 0.128 1.219 -4.014 -1.17
C 0.983 2.252 -4.127 -0.37
N 1.901 2.145 -3.089 0.41
C 1.595 1.030 -2.366 0.07
S 2.527 0.292 -1.144 -0.39
C 2.887 3.192 -2.709 1.58
C 2.779 4.359 -3.689 -2.25
C 2.558 3.699 -1.302 -1.78
C 4.304 2.624 -2.786 -1.68
C 0.780 -2.921 -1.786 -0.62
S 0.613 -2.994 -0.111 0.27
H 4.012 -5.309 -0.929 0.49
H 2.943 -4.033 -0.306 0.25
H 3.978 -3.704 -1.696 0.36
H 1.997 -6.836 -1.119 0.47
H 0.643 -6.384 -2.179 0.35
H 0.866 -5.554 -0.626 0.02
H 3.572 -6.419 -3.015 0.46
H 3.573 -4.888 -3.898 0.46
H 2.208 -6.015 -4.061 0.45
H 1.655 -3.989 -4.755 0.51
H 0.171 -1.723 -4.746 0.58
H -0.286 -0.476 -1.032 -0.78
H -2.157 -2.620 -3.127 0.50
H -4.767 -1.986 -2.863 0.45
H -4.751 0.036 0.110 0.21
H -5.939 1.356 -0.008 0.55
H -4.210 1.670 -0.268 0.38
H -6.275 -1.193 -1.466 0.45
H -6.538 -0.579 -3.117 0.48
H -7.286 0.229 -1.734 0.45
H -4.671 2.627 -2.620 0.29
H -6.402 2.396 -2.291 0.46
H -5.670 1.697 -3.752 0.41
H -0.734 0.971 -4.607 0.55
H 0.998 3.047 -4.846 0.49
H 1.787 4.812 -3.661 0.47
H 3.006 4.051 -4.713 0.47
H 3.507 5.113 -3.392 0.46
H 1.520 4.029 -1.247 0.40
H 3.210 4.538 -1.050 0.53
H 2.692 2.922 -0.552 0.32
H 4.520 2.280 -3.802 0.40
H 4.413 1.785 -2.102 0.32
H 5.023 3.400 -2.516 0.44
N -2.366 -1.516 0.608 -0.51
C -2.206 -0.966 1.764 -0.41
H -1.812 -1.053 -0.110 -0.28
Cl 2.823 -1.168 2.433 -0.73
C -0.227 -2.646 4.766 -0.93
C 0.195 -3.577 3.628 0.21
C -0.870 -4.565 3.148 -0.64
C -2.012 -3.971 2.327 -0.87
N -2.838 -3.010 3.040 0.60
C -2.747 -1.624 2.909 -0.34
Se -1.168 0.661 2.114 -0.51
N -3.452 -1.086 3.983 0.84
C -3.743 0.313 4.217 -1.38
C -2.902 0.933 5.328 0.14
C -3.333 2.371 5.616 -0.76
C -3.001 3.341 4.482 -0.90
C -3.956 -2.101 4.755 0.97
C -4.735 -2.076 5.899 -0.77
C -5.118 -3.308 6.449 -0.73
C -4.723 -4.504 5.875 -0.78
C -3.936 -4.530 4.714 -0.68
C -3.563 -3.316 4.165 0.36
H 0.657 -2.228 5.249 0.46
H -0.815 -3.178 5.521 0.30
H -0.811 -1.801 4.401 -0.04
H 1.052 -4.167 3.966 0.41
H 0.548 -2.979 2.784 -0.38
H -1.267 -5.115 4.009 0.47
H -0.383 -5.293 2.491 0.51
H -2.672 -4.777 1.988 0.10
H -1.618 -3.475 1.443 0.18
H -4.808 0.392 4.466 0.36
H -3.563 0.846 3.284 0.15
H -1.856 0.920 5.012 0.07
H -2.994 0.326 6.234 0.45
H -2.834 2.705 6.529 0.32
H -4.412 2.391 5.816 0.36
H -1.949 3.273 4.205 0.19
H -3.209 4.370 4.780 0.40
H -3.586 3.129 3.585 0.22
H -5.038 -1.141 6.353 0.39
H -5.729 -3.321 7.344 0.38
H -5.022 -5.440 6.330 0.37
H -3.629 -5.467 4.269 0.39
F 0.687 3.284 3.644 -0.38
B 1.405 3.733 2.521 0.41
F 2.539 4.456 2.939 -0.38
F 0.593 4.549 1.719 -0.45
F 1.834 2.605 1.766 -0.39

***

[3]
44
Properties=species:S:1:pos:R:3:mulliken_charge:R:1 method="wB97M-V/def2-TZVPD" total_charge=+1 homo_ev=-11.383 e_lumo_ev=-5.9 relative_energy_kcal_mol=22.8 gap_ev=5.49
F -4.152 2.691 2.892 -0.30
C -4.098 1.319 2.986 0.39
C -5.294 0.606 2.947 -0.77
C -5.186 -0.783 3.039 0.44
F -6.344 -1.527 3.006 -0.30
C -3.974 -1.441 3.183 -0.85
C -2.772 -0.692 3.261 1.08
C -1.514 -1.353 3.486 -0.73
C -0.294 -0.720 3.233 -0.21
C 0.934 -1.363 3.289 -0.21
C 2.190 -0.699 3.148 0.95
C 3.389 -1.462 3.071 -0.82
C 4.605 -0.812 2.968 0.32
F 5.756 -1.564 2.901 -0.29
C 4.729 0.582 2.927 -0.66
C 3.539 1.310 2.986 0.42
F 3.617 2.685 2.935 -0.29
C 2.287 0.723 3.096 -0.87
C -2.851 0.718 3.128 -0.83
H -6.253 1.103 2.846 0.50
H -3.938 -2.530 3.249 0.59
H -1.519 -2.445 3.572 0.62
H -0.297 0.337 2.945 0.15
H 0.960 -2.442 3.461 0.36
H 3.325 -2.549 3.095 0.45
H 5.694 1.070 2.847 0.49
H 1.394 1.344 3.158 0.52
H -1.958 1.341 3.183 0.54
O 0.469 -2.375 6.538 -0.67
C -0.682 -2.809 6.416 0.00
C -1.196 -4.144 6.783 -0.10
C -2.594 -4.255 6.707 0.79
C -3.254 -5.409 7.149 -0.58
C -2.495 -6.483 7.623 -0.43
C -1.097 -6.371 7.717 -0.59
C -0.450 -5.200 7.330 -0.48
S -3.352 -2.774 6.161 -0.22
C -1.802 -2.000 5.899 0.91
N -1.725 -0.647 6.113 0.79
N -1.592 0.494 6.080 -0.80
H -4.339 -5.432 7.116 0.42
H -2.991 -7.399 7.932 0.40
H -0.510 -7.205 8.108 0.38
H 0.629 -5.068 7.436 0.47

***

[4]
21
Properties=species:S:1:pos:R:3:mulliken_charge:R:1 method="wB97M-V/def2-TZVPD" total_charge=+3 homo_ev=-19.402 e_lumo_ev=-9.5 gap_ev=9.92
Na 1.105 -3.520 -2.659 0.93
Na -0.178 2.013 -3.173 0.93
Na 3.734 -0.948 2.400 0.96
Na -2.861 0.560 0.596 0.95
Cl 0.930 -0.193 -0.247 1.70
O -0.498 -0.366 -0.156 -0.61
O 1.566 -1.347 -0.852 -0.66
O 1.215 0.976 -1.027 -0.69
O 1.645 0.126 0.994 -0.64
O 0.773 3.790 -1.949 -0.62
H 1.532 4.150 -2.408 0.34
H 0.254 4.557 -1.706 0.32
O -0.054 -1.510 3.403 -0.57
H 0.596 -1.942 2.849 0.26
H -0.885 -1.646 2.948 0.31
O -1.547 1.048 2.755 -0.62
H -0.627 0.789 2.713 0.33
H -1.850 0.720 3.602 0.34
O -1.420 -2.728 -2.560 -0.59
H -1.701 -1.955 -2.071 0.26
H -1.729 -2.572 -3.453 0.36

***

[5]
9
Properties=species:S:1:pos:R:3:mulliken_charge:R:1 method="wB97M-V/def2-TZVPD" total_charge=0 homo_ev=-9.245 e_lumo_ev=-1.1 relative_energy_kcal_mol=55.7 gap_ev=8.15
C -1.784 -0.288 0.658 -0.42
C -1.062 0.325 -0.192 -0.37
Si 1.635 0.201 -0.283 0.63
Br 1.869 -0.034 -2.479 -0.19
Br 2.757 1.942 0.676 -0.19
Br 2.473 -1.691 0.546 -0.18
H -2.926 -0.343 0.587 0.22
H -1.571 -0.592 1.685 0.23
H -1.391 0.480 -1.198 0.28